{
  "formula": "C2H4N2OS",
  "method": "the ωB97M-V functional and the def2-TZVPD basis",
  "energy_ha": -661.317147,
  "relative_energy_kj_mol": 704.65,
  "species": ["S", "C", "N", "O", "C", "N", "H", "H", "H", "H"],
  "xyz": [[-1.295, -1.542, -0.618], [-0.119, 1.668, 0.810], [-0.701, 0.580, 1.178], [0.762, 1.607, -0.128], [-0.121, -0.419, 0.317], [0.783, 0.177, -0.405], [0.733, -2.128, 1.467], [-0.410, 2.635, 1.209], [0.842, -0.026, -1.323], [-1.260, -2.521, 0.175]]
}